(1)
DFT (ωB97M-V/def2-TZVPD) results for a structure of composition C39H26F5LiN5OSSe3Si.

ORCA input file:
```
! wB97M-V def2-TZVPD RIJCOSX def2/J DEFGRID3
* xyz -1 1
Li 0.97 0.25 -0.23
Se 4.44 -3.04 0.38
Se 5.63 -1.66 -1.01
C 5.36 0.07 -0.20
C 6.49 0.88 -0.18
C 6.39 2.14 0.39
C 5.17 2.53 0.93
C 4.11 1.65 0.85
N 4.18 0.43 0.30
C 2.99 -3.42 -0.85
C 2.43 -4.69 -0.83
C 1.44 -4.96 -1.77
C 1.06 -3.97 -2.65
C 1.68 -2.73 -2.55
N 2.63 -2.46 -1.67
H 7.42 0.53 -0.60
H 7.24 2.80 0.42
H 5.05 3.50 1.39
H 3.14 1.93 1.24
H 2.78 -5.44 -0.14
H 0.98 -5.94 -1.80
H 0.29 -4.13 -3.39
H 1.40 -1.92 -3.20
F 3.05 7.09 -0.31
C 2.32 5.99 -0.57
C 2.92 4.82 -1.00
F 4.26 4.79 -1.14
C 2.15 3.70 -1.28
F 2.81 2.59 -1.66
C 0.75 3.69 -1.21
S -0.21 2.33 -1.68
C 0.19 4.89 -0.75
F -1.14 5.00 -0.61
C 0.94 6.01 -0.44
F 0.34 7.13 -0.01
O -0.43 -0.83 -0.27
Si -2.00 -0.93 -0.41
C -2.93 0.31 0.67
C -3.79 1.29 0.18
C -4.34 2.25 1.02
C -4.03 2.26 2.37
C -3.17 1.29 2.88
C -2.64 0.33 2.04
C -2.58 -2.62 0.25
C -1.65 -3.64 0.44
C -2.03 -4.90 0.90
C -3.36 -5.16 1.18
C -4.31 -4.16 1.02
C -3.92 -2.90 0.57
C -2.67 -0.79 -2.18
C -3.99 -1.09 -2.53
C -4.44 -0.98 -3.84
C -3.57 -0.58 -4.84
C -2.26 -0.26 -4.52
C -1.83 -0.37 -3.20
H -4.02 1.32 -0.88
H -4.99 3.02 0.61
H -4.45 3.02 3.02
H -2.92 1.29 3.94
H -1.97 -0.43 2.44
H -0.61 -3.42 0.23
H -1.28 -5.67 1.04
H -3.66 -6.14 1.52
H -5.35 -4.35 1.24
H -4.66 -2.12 0.48
H -4.69 -1.41 -1.76
H -5.47 -1.22 -4.08
H -3.92 -0.49 -5.86
H -1.58 0.08 -5.29
H -0.82 -0.08 -2.95
Se 0.25 3.82 3.08
N 0.14 2.65 4.41
C 0.48 1.48 3.89
C 0.51 0.23 4.59
C 0.85 -0.87 3.87
C 1.16 -0.76 2.47
N 1.16 0.35 1.81
C 0.82 1.48 2.49
N 0.77 2.65 1.88
H 0.27 0.19 5.64
H 0.88 -1.84 4.34
H 1.39 -1.66 1.91
*
```

Calculated values
Kohn-Sham gap = 5.098 eV

=====

(2)
DFT (ωB97M-V/def2-TZVPD) results for an isolated molecule of C3H6FNO4S.

ORCA input file:
```
! wB97M-V def2-TZVPD RIJCOSX def2/J DEFGRID3
* xyz 0 1
O -2.22 0.11 -0.54
S -1.35 1.18 -0.35
O -1.79 2.50 -0.43
O -0.13 0.89 -1.31
C 0.24 -0.50 -1.33
C 0.93 -0.81 0.10
O 2.29 -0.61 0.00
C 0.10 -0.24 1.22
N -0.48 1.03 1.08
F -1.15 1.37 2.29
H 0.94 -0.64 -2.21
H -0.71 -1.16 -1.40
H 0.77 -1.81 0.11
H 2.49 -0.06 -0.71
H 0.73 -0.29 2.09
H -0.65 -0.97 1.38
*
```

Calculated values
relative energy (zero: lowest compared OMol25 entry of this formula, charge and spin) = 0.0 kcal/mol
Kohn-Sham gap = 11.097 eV

=====

(3)
DFT (ωB97M-V/def2-TZVPD) results for a structure of composition C51H52F2N7O2S3SiW.

ORCA input file:
```
! wB97M-V def2-TZVPD RIJCOSX def2/J DEFGRID3
* xyz 1 1
W -0.54 -0.94 -0.25
N 0.96 0.14 0.21
S 2.21 0.94 0.51
N 2.12 2.15 1.47
S 0.67 2.78 1.90
N -0.20 3.39 0.92
S -2.24 1.97 -0.87
N -1.62 0.53 -0.76
C -1.51 2.85 -2.25
C -1.13 4.16 -2.04
C -0.63 4.88 -3.12
C -0.52 4.28 -4.37
C -0.92 2.96 -4.56
C -1.42 2.23 -3.49
C -3.86 1.69 -1.61
C -4.82 2.68 -1.46
C -6.08 2.48 -1.99
C -6.38 1.31 -2.66
C -5.42 0.32 -2.80
C -4.15 0.50 -2.27
C 1.26 3.86 3.21
C 0.35 4.83 3.61
C 0.70 5.72 4.61
C 1.96 5.63 5.21
C 2.85 4.65 4.81
C 2.51 3.76 3.81
C -0.07 1.44 2.85
C -1.46 1.46 2.93
C -2.10 0.47 3.67
C -1.36 -0.51 4.31
C 0.02 -0.52 4.22
C 0.67 0.46 3.49
C 2.87 1.62 -0.99
C 4.01 1.13 -1.61
C 4.39 1.69 -2.82
C 3.62 2.70 -3.39
C 2.48 3.18 -2.75
C 2.10 2.63 -1.53
C 3.48 -0.07 1.24
C 4.63 0.56 1.72
C 5.61 -0.22 2.31
C 5.44 -1.60 2.41
C 4.29 -2.20 1.93
C 3.30 -1.44 1.33
H -1.18 4.60 -1.05
H -0.32 5.90 -2.98
H -0.14 4.85 -5.21
H -0.85 2.49 -5.53
H -1.74 1.21 -3.62
H -4.57 3.59 -0.93
H -6.84 3.25 -1.87
H -7.37 1.16 -3.07
H -5.65 -0.60 -3.34
H -3.38 -0.26 -2.37
H -0.61 4.90 3.11
H 0.01 6.48 4.92
H 2.23 6.33 5.99
H 3.83 4.59 5.28
H 3.20 2.99 3.48
H -2.01 2.24 2.42
H -3.18 0.49 3.76
H -1.87 -1.28 4.89
H 0.59 -1.29 4.72
H 1.75 0.47 3.43
H 4.59 0.32 -1.17
H 5.28 1.34 -3.32
H 3.92 3.13 -4.34
H 1.90 3.97 -3.19
H 1.23 3.01 -0.99
H 4.74 1.63 1.64
H 6.51 0.25 2.69
H 6.22 -2.20 2.87
H 4.16 -3.27 2.01
H 2.39 -1.89 0.97
C -1.68 -3.44 2.56
Si -0.55 -4.02 1.19
C 0.89 -4.74 2.16
C -1.62 -5.28 0.30
N 0.18 -2.84 -0.03
C 1.16 -3.52 -0.85
C 1.20 -4.92 -1.01
C 2.17 -5.57 -1.76
C 3.16 -4.85 -2.41
C 3.15 -3.48 -2.29
C 2.18 -2.86 -1.53
F 2.23 -1.52 -1.50
H -1.90 -4.37 3.10
H -2.63 -3.04 2.20
H -1.23 -2.73 3.26
H 0.51 -5.49 2.86
H 1.32 -3.94 2.77
H 1.69 -5.19 1.58
H -2.67 -5.08 0.53
H -1.40 -6.29 0.67
H -1.52 -5.30 -0.79
H 0.47 -5.54 -0.54
H 2.13 -6.65 -1.84
H 3.91 -5.35 -3.01
H 3.88 -2.85 -2.79
C -3.87 -0.62 1.23
C -3.66 -1.61 0.14
N -2.54 -1.94 -0.50
C -2.86 -2.89 -1.46
C -4.18 -3.15 -1.39
N -4.66 -2.35 -0.38
H -3.15 0.18 1.16
H -3.75 -1.09 2.20
H -4.88 -0.21 1.15
H -2.10 -3.29 -2.11
H -4.81 -3.82 -1.94
H -5.62 -2.29 -0.07
F -1.05 -1.10 1.60
C 0.78 -0.44 -4.34
O 0.26 -0.24 -3.02
C -0.22 -1.34 -2.41
O -0.34 -2.38 -3.01
H 1.28 0.48 -4.60
H -0.03 -0.65 -5.04
H 1.48 -1.28 -4.35
*
```

Calculated values
relative energy (zero: lowest compared OMol25 entry of this formula, charge and spin) = 0.0 kcal/mol
Kohn-Sham gap (alpha / beta) = 6.826 / 6.827 eV

=====

F_max, respectively: 0.63 5.10 3.53 eV/Å.